[1]
{"formula": "C58H37I4N9S2Sc", "method": "wB97M-V/def2-TZVPD", "species": ["H", "N", "C", "C", "C", "C", "I", "H", "C", "C", "C", "I", "H", "C", "C", "H", "C", "C", "H", "C", "H", "C", "C", "C", "H", "N", "C", "H", "C", "H", "C", "H", "C", "C", "C", "C", "C", "N", "C", "S", "C", "H", "H", "N", "C", "C", "H", "C", "H", "H", "C", "C", "Sc", "H", "C", "H", "H", "H", "C", "H", "C", "H", "H", "S", "H", "C", "C", "C", "H", "I", "C", "H", "C", "H", "C", "N", "C", "C", "C", "C", "H", "N", "C", "H", "H", "C", "H", "C", "C", "I", "H", "C", "C", "C", "H", "H", "C", "C", "H", "N", "H", "C", "N", "C", "C", "H", "H", "C", "N", "C", "C"], "xyz": [[11.407, -21.233, -11.819], [6.130, -19.674, -9.360], [5.571, -23.869, -3.554], [3.597, -18.113, -9.854], [9.481, -21.399, -9.105], [3.477, -24.611, -4.550], [-4.765, -18.318, -6.032], [12.532, -22.008, -7.775], [6.050, -18.482, -10.064], [7.433, -21.659, -7.591], [10.472, -21.429, -8.152], [5.213, -11.926, -12.826], [6.631, -15.874, -9.744], [5.965, -15.588, -10.589], [3.470, -25.666, -3.663], [7.640, -17.250, -11.117], [0.586, -24.418, -8.832], [7.498, -20.015, -9.343], [1.935, -24.029, -13.801], [4.633, -22.615, -5.461], [-0.835, -19.396, -9.240], [7.376, -18.048, -10.434], [4.261, -14.777, -12.574], [-1.704, -18.191, -5.637], [9.157, -22.708, -6.584], [1.962, -22.538, -8.976], [5.876, -22.375, -6.110], [8.974, -21.345, -11.198], [1.452, -17.693, -9.217], [7.405, -23.503, -4.843], [4.980, -16.468, -11.040], [2.605, -24.449, -5.174], [2.213, -22.051, -5.028], [4.568, -23.719, -4.506], [1.291, -21.234, -5.643], [1.994, -20.457, -6.634], [1.327, -19.534, -7.450], [3.332, -20.843, -6.685], [1.977, -18.860, -8.503], [6.375, -24.120, -10.756], [8.062, -21.106, -8.707], [4.755, -25.702, -9.619], [6.315, -23.094, -3.339], [4.586, -22.356, -10.200], [-2.370, -18.846, -7.855], [5.715, -22.540, -10.823], [0.398, -18.553, -5.141], [11.759, -21.784, -8.532], [2.582, -26.324, -3.619], [2.090, -22.712, -4.138], [-0.107, -19.097, -7.186], [6.165, -14.347, -11.148], [4.489, -20.847, -8.504], [0.347, -19.234, -12.550], [3.481, -21.830, -5.709], [6.496, -25.223, -2.202], [2.313, -25.729, -9.016], [9.345, -18.866, -9.811], [4.903, -24.660, -9.948], [-3.143, -18.872, -8.631], [2.666, -23.663, -9.233], [4.059, -22.478, -13.651], [0.257, -21.053, -5.319], [3.793, -19.570, -13.487], [3.524, -14.423, -13.305], [0.863, -22.143, -13.507], [4.046, -23.639, -9.739], [-1.716, -22.872, -8.641], [6.236, -21.751, -11.338], [14.116, -22.101, -10.477], [7.180, -22.924, -5.709], [-2.685, -22.381, -8.601], [2.448, -17.279, -10.064], [7.003, -13.745, -10.847], [8.280, -18.937, -9.883], [3.069, -22.163, -13.736], [2.751, -20.839, -13.584], [9.754, -21.461, -10.475], [5.642, -25.025, -2.864], [0.483, -19.639, -13.568], [-0.186, -22.272, -13.449], [1.340, -20.827, -13.532], [-0.432, -18.688, -5.884], [-0.757, -26.101, -8.808], [-1.944, -17.799, -4.655], [-1.095, -19.101, -8.201], [1.049, -18.875, -14.087], [-0.490, -22.236, -8.613], [11.094, -21.481, -10.802], [4.631, -27.698, -1.644], [2.482, -16.374, -10.679], [5.253, -13.896, -12.075], [4.190, -16.091, -12.138], [8.110, -22.500, -6.624], [10.231, -21.168, -7.107], [-2.759, -24.700, -8.706], [-2.698, -18.411, -6.567], [12.096, -21.787, -9.889], [0.472, -17.241, -9.034], [6.077, -21.518, -7.246], [-0.477, -19.879, -14.024], [1.945, -22.947, -13.662], [3.313, -19.068, -8.881], [-1.795, -24.276, -8.675], [4.862, -17.791, -10.350], [-0.391, -21.144, -8.504], [3.555, -16.819, -12.571], [0.666, -22.979, -8.737], [1.923, -24.809, -9.125], [-0.639, -25.022, -8.803], [4.560, -25.942, -2.834]], "lowdin_charge": [0.10, 0.03, -0.07, -0.21, -0.19, -0.04, 0.84, 0.11, -0.21, -0.21, -0.05, 0.86, 0.13, -0.05, -0.15, 0.12, -0.14, -0.24, 0.12, -0.07, 0.13, 0.02, -0.14, -0.13, 0.09, 0.18, -0.15, 0.11, 0.03, 0.09, -0.17, 0.11, 0.01, -0.18, 0.01, -0.24, -0.07, 0.02, -0.19, 1.09, -0.09, 0.10, 0.13, -0.04, -0.16, -0.46, 0.15, -0.13, 0.11, 0.13, -0.18, -0.14, 1.12, 0.09, -0.20, 0.11, 0.16, 0.12, -0.29, 0.11, -0.26, 0.16, 0.12, 0.62, 0.10, -0.05, -0.27, -0.05, 0.09, 0.85, 0.02, 0.11, 0.02, 0.10, 0.03, 0.04, -0.84, -0.03, -0.14, -0.03, 0.11, -0.12, -0.03, 0.12, 0.10, -0.09, 0.07, -0.01, -0.14, 0.85, 0.11, -0.71, -0.06, 0.02, 0.13, 0.10, -0.68, -0.70, 0.12, 0.01, 0.09, -0.11, 0.03, -0.07, -0.06, 0.07, 0.06, -0.21, 0.17, -0.03, -0.69], "charge": 1, "relative_energy_kj_mol": 298.4, "e_tot_ev": -148928.4489, "e_lumo_ev": [-3.801, -3.801], "e_homo_ha": [-0.3383, -0.3382]}

---

[2]
{"formula": "C58H40BrF9GaIN4O5", "method": "wB97M-V/def2-TZVPD", "species": ["H", "C", "H", "C", "H", "H", "N", "O", "F", "C", "H", "C", "N", "C", "C", "O", "C", "N", "H", "C", "C", "C", "C", "I", "H", "C", "C", "C", "H", "C", "H", "C", "H", "C", "N", "Br", "C", "C", "H", "C", "H", "H", "C", "Ga", "H", "C", "C", "C", "C", "H", "F", "H", "F", "H", "C", "F", "C", "H", "C", "H", "H", "F", "C", "C", "C", "H", "O", "H", "C", "H", "H", "H", "C", "H", "C", "C", "H", "O", "C", "C", "H", "C", "C", "F", "H", "F", "C", "C", "C", "C", "H", "C", "C", "H", "C", "H", "C", "C", "C", "H", "C", "H", "C", "H", "H", "C", "C", "C", "H", "F", "H", "C", "F", "C", "O", "H", "C", "H", "C"], "xyz": [[-6.552, -4.841, 7.044], [-2.364, -2.322, -2.166], [5.360, 5.561, 6.978], [4.228, 2.439, 4.718], [0.459, 2.951, 3.706], [-4.461, -4.067, -0.918], [-0.061, -1.556, -1.665], [7.168, -2.534, -4.574], [0.279, 3.109, -1.358], [-2.848, -2.410, 1.409], [-7.870, -4.840, 5.888], [4.243, 5.667, -2.643], [-2.197, -1.900, 0.287], [-0.780, -1.233, -3.825], [3.685, 0.113, -0.171], [-5.836, -3.963, -6.321], [7.996, -3.650, -4.139], [1.473, -0.327, 0.322], [5.920, 4.817, 5.383], [4.651, -1.880, -1.931], [0.260, 0.238, 3.057], [-5.673, -1.417, 5.069], [-3.777, -3.492, -0.324], [3.850, 3.753, -3.477], [1.138, -0.560, -4.582], [5.890, -2.302, -2.466], [-5.038, -3.734, 4.934], [-6.764, -2.930, -6.731], [-2.428, 0.067, 5.030], [2.255, 1.669, 3.516], [4.520, 0.415, -0.811], [-5.566, -3.036, -4.123], [-6.633, -2.849, -3.992], [-2.807, -3.555, -4.393], [-0.522, -0.560, 2.304], [3.604, 7.060, -5.215], [4.535, 8.047, -2.877], [-3.788, -3.411, 1.044], [-4.304, -0.037, 4.134], [2.422, -0.500, -0.637], [-3.290, -4.890, -6.018], [2.968, -0.728, -4.622], [3.600, -1.341, -2.649], [-0.441, -0.766, 0.276], [6.697, -2.633, -1.808], [-1.683, -0.047, 4.270], [-4.655, -2.541, -3.162], [3.619, 1.554, 3.838], [4.917, 8.130, -1.497], [7.310, -4.497, -4.114], [-0.671, 1.974, -2.888], [4.180, 1.008, 1.779], [-3.456, 0.534, -0.322], [8.493, -3.450, -3.142], [0.586, -0.989, -3.769], [-1.640, 3.819, -2.092], [4.876, -1.798, -4.654], [5.046, 9.070, -1.026], [-1.649, 2.723, 0.700], [1.502, 4.316, 5.599], [8.682, -3.894, -4.974], [-3.084, 1.180, -2.404], [3.755, -1.256, -4.036], [-1.646, 1.932, -0.659], [2.310, -1.056, -1.920], [4.342, 8.915, -3.474], [-0.988, 0.817, -0.389], [-1.688, -3.575, -4.592], [-3.643, -4.156, -5.306], [-3.543, -4.224, 3.585], [5.822, 3.800, 6.784], [-5.070, -2.016, -2.330], [5.158, 6.951, -0.788], [-6.586, -1.909, -6.233], [5.998, -2.306, -3.875], [0.999, -1.188, -2.463], [-5.230, -4.815, 5.164], [-6.987, -2.943, 6.266], [4.789, 5.725, -1.357], [-4.006, -3.401, 4.107], [-8.160, -4.025, 7.464], [-0.905, 2.701, -1.795], [-4.589, -1.067, 4.286], [-2.352, 2.008, 1.681], [5.725, 6.830, 0.130], [-2.173, 3.956, 0.613], [-1.711, -0.823, 3.014], [-1.157, -1.632, -2.495], [-2.763, -2.506, -0.815], [1.572, 0.638, 2.697], [4.628, -1.980, -0.827], [2.102, 3.589, 4.985], [-0.464, 0.594, 4.273], [4.979, -1.871, -5.734], [-3.256, -2.825, -3.263], [-4.467, -3.976, 1.710], [-7.442, -4.254, 6.694], [1.458, 2.778, 4.035], [-3.779, -2.068, 3.737], [4.150, 0.578, 3.688], [5.352, 4.671, 6.345], [-6.287, -0.597, 5.456], [2.130, 0.206, 1.475], [-6.683, -2.852, -7.854], [-1.464, -1.085, -4.667], [-3.057, 1.587, -1.087], [-2.701, -1.770, 2.702], [3.465, 3.447, 5.312], [4.880, 4.791, -0.820], [-0.385, 2.860, 1.156], [-0.149, 1.125, 5.179], [3.500, 0.507, 1.102], [-3.986, 2.568, -0.875], [-5.912, -2.810, 5.435], [3.932, 4.399, 6.110], [-7.819, -3.229, -6.474], [-5.071, -3.726, -5.225], [5.299, 2.425, 4.804], [4.197, 6.808, -3.445]], "lowdin_charge": [0.10, -0.03, 0.09, -0.02, 0.10, 0.10, 0.10, -0.13, 0.17, -0.19, 0.09, -0.71, 0.09, 0.01, 0.00, -0.11, -0.06, 0.10, 0.10, -0.05, -0.21, 0.03, 0.03, 0.83, 0.09, 0.01, -0.05, -0.07, 0.10, -0.16, 0.13, -0.03, 0.12, -0.05, 0.09, 0.74, -0.14, -0.02, 0.11, -0.20, 0.11, 0.10, -0.17, 0.50, 0.11, 0.03, -0.01, -0.07, -0.06, 0.09, 0.18, 0.09, 0.14, 0.10, -0.01, 0.14, 0.02, 0.09, -0.45, 0.13, 0.09, 0.14, -0.02, -0.30, -0.01, 0.07, -0.03, 0.13, 0.03, 0.11, 0.08, 0.11, -0.08, 0.11, -0.26, -0.22, 0.13, -0.10, -0.16, -0.05, 0.08, -0.52, -0.04, 0.12, 0.10, 0.16, -0.18, -0.23, -0.19, -0.07, 0.12, 0.01, 0.00, 0.11, -0.16, 0.12, -0.05, 0.00, -0.17, 0.14, -0.03, 0.12, -0.13, 0.10, 0.13, -0.46, -0.02, -0.32, 0.08, 0.16, 0.12, 0.00, 0.15, -0.26, -0.10, 0.09, -0.26, 0.10, -0.76], "charge": 0, "e_tot_ev": -231967.6167, "e_lumo_ev": [-1.367, -1.368], "e_homo_ha": [-0.2418, -0.2418]}